Density functional theory data (the ωB97M-V functional and the def2-TZVPD basis) for a cluster of 4 separate species, C18H33F3N4O7 in total.

Positions of all 65 atoms, in Å:
O1 1.555 -0.077 -4.571
C1 1.367 0.453 -3.451
O2 2.219 0.187 -2.346
C2 2.103 -1.273 -2.136
C3 2.457 -1.670 -0.631
C4 1.448 -1.097 0.479
C5 0.075 -1.974 0.630
O3 -0.169 -2.777 -0.563
C6 -1.298 -2.345 -1.270
F1 -1.448 -3.249 -2.362
F2 -2.499 -2.416 -0.514
F3 -1.187 -1.060 -1.836
C7 2.391 -1.091 1.809
C8 2.457 0.524 2.089
C9 0.913 0.831 1.699
O4 -0.002 1.335 2.382
N1 0.893 0.289 0.321
H1 0.504 1.179 -3.297
H2 2.917 -1.731 -2.816
H3 1.112 -1.683 -2.517
H4 2.421 -2.821 -0.558
H5 3.552 -1.351 -0.463
H6 -0.819 -1.322 0.930
H7 0.228 -2.702 1.510
H8 1.875 -1.451 2.774
H9 3.479 -1.394 1.694
H10 2.976 0.945 1.148
H11 2.828 0.867 3.104
H12 -0.022 0.382 -0.134
C10 -3.805 -8.095 -2.866
O5 -4.245 -9.160 -2.477
N2 -3.951 -6.901 -2.225
C11 -3.396 -5.671 -2.753
C12 -4.685 -6.861 -0.975
H13 -3.232 -8.014 -3.804
H14 -2.695 -5.257 -2.026
H15 -4.208 -4.960 -2.924
H16 -2.873 -5.850 -3.693
H17 -4.197 -7.517 -0.251
H18 -5.703 -7.222 -1.145
H19 -4.718 -5.843 -0.583
C13 2.704 3.555 -1.798
O6 2.512 3.055 -0.706
N3 2.038 4.633 -2.300
C14 2.327 5.171 -3.614
C15 1.009 5.261 -1.493
H20 3.464 3.155 -2.490
H21 2.645 6.212 -3.511
H22 1.422 5.124 -4.225
H23 3.119 4.602 -4.104
H24 1.450 5.607 -0.555
H25 0.234 4.526 -1.265
H26 0.569 6.106 -2.025
C16 -0.103 5.375 4.416
O7 0.096 5.342 3.216
N4 -0.619 4.356 5.158
C17 -0.825 4.475 6.586
C18 -0.972 3.111 4.498
H27 0.130 6.271 5.015
H28 -0.237 3.707 7.097
H29 -1.886 4.330 6.807
H30 -0.516 5.458 6.945
H31 -0.086 2.696 4.019
H32 -1.723 3.315 3.730
H33 -1.370 2.395 5.218

## Properties
Kohn-Sham gap, Eh: 0.34434
Total charge: 0
E_HOMO, eV: -8.913
SMILES: O=COCC[C@@]1(COC(F)(F)F)CCC(=O)N1.CN(C)C=O.CN(C)C=O.CN(C)C=O

=====

Density functional theory data (the ωB97M-V functional and the def2-TZVPD basis) for a cluster of 4 separate species, C18H33IN6O4PS in total.

Positions of all 64 atoms, in Å:
N1 0.957 -0.241 -1.876
C1 1.215 0.869 -1.736
O1 1.386 2.144 -1.492
C2 0.302 2.718 -0.845
C3 0.255 2.764 0.528
C4 1.319 2.183 1.408
C5 1.401 0.632 1.377
C6 1.169 0.010 2.743
S1 -0.409 0.608 3.423
C7 -0.862 3.387 1.068
C8 -1.840 3.932 0.265
C9 -1.714 3.873 -1.108
P1 -3.124 4.608 -2.067
N2 -4.360 3.669 -2.055
N3 -0.643 3.258 -1.640
I1 -0.439 3.060 -3.700
H1 1.136 2.515 2.427
H2 2.284 2.605 1.127
H3 2.410 0.349 1.081
H4 0.715 0.182 0.666
H5 1.141 -1.072 2.640
H6 1.997 0.236 3.409
H7 -0.664 -0.386 4.280
H8 -0.969 3.434 2.144
H9 -2.714 4.408 0.685
H10 -2.595 4.995 -3.306
H11 -3.278 5.791 -1.326
H12 -4.657 3.379 -2.981
C10 2.923 0.701 7.550
C11 3.066 -0.182 6.334
O2 3.434 0.260 5.254
N4 2.774 -1.499 6.476
C12 2.330 -2.197 7.668
H13 3.194 1.714 7.268
H14 1.895 0.697 7.913
H15 3.582 0.369 8.352
H16 2.896 -2.034 5.630
H17 3.041 -2.980 7.937
H18 1.357 -2.660 7.498
H19 2.244 -1.509 8.502
C13 -1.935 -0.580 -5.538
C14 -2.568 0.531 -6.343
O3 -2.876 1.605 -5.834
N5 -2.794 0.302 -7.655
C15 -2.508 -0.897 -8.424
H20 -1.827 -0.243 -4.511
H21 -2.562 -1.472 -5.549
H22 -0.951 -0.838 -5.933
H23 -3.223 1.080 -8.133
H24 -1.824 -0.667 -9.241
H25 -3.427 -1.302 -8.847
H26 -2.054 -1.654 -7.794
C16 1.721 -3.329 -1.078
C17 0.927 -3.585 0.182
O4 1.178 -3.004 1.230
N6 -0.091 -4.477 0.112
C18 -0.532 -5.250 -1.033
H27 2.486 -2.596 -0.845
H28 2.203 -4.237 -1.441
H29 1.079 -2.924 -1.859
H30 -0.582 -4.598 0.985
H31 -1.571 -5.016 -1.272
H32 -0.458 -6.317 -0.823
H33 0.081 -5.025 -1.899

## Properties
Kohn-Sham gap, Eh: 0.23075
Total charge: +1
E_HOMO, eV: -10.998

=====

Density functional theory data (the ωB97M-V functional and the def2-TZVPD basis) for a cluster of 2 separate species, C18H33N3O5S in total.

Positions of all 60 atoms, in Å:
O1 3.103 -1.057 -4.301
O2 -4.363 2.010 1.953
O3 -5.802 -0.470 0.068
O4 5.379 -2.615 -0.767
O5 -5.032 -0.577 -2.082
S1 0.392 -1.394 -0.455
C1 3.693 -0.024 -4.022
C2 -3.548 1.099 1.957
C3 -5.013 -0.135 -0.807
C4 4.926 -2.061 -1.761
N1 4.941 -2.661 -2.957
N2 -3.127 0.544 0.763
N3 4.309 0.205 -2.859
C5 -0.395 -2.918 -1.037
C6 3.773 1.086 -5.043
C7 5.479 -3.994 -3.220
C8 -1.567 4.023 6.571
C9 -3.892 -0.037 -2.762
C10 2.010 -1.614 -1.240
C11 -3.027 0.477 3.252
C12 -3.820 0.779 -0.513
C13 -2.917 0.444 -1.689
C14 -2.480 2.836 6.278
C15 -3.350 1.240 4.549
C16 -2.388 2.409 4.807
C17 3.044 -0.553 -0.850
C18 4.373 -0.624 -1.633
H1 4.467 -2.182 -3.715
H2 -2.548 -0.287 0.844
H3 4.770 1.097 -2.792
H4 -1.416 -2.968 -0.658
H5 -0.412 -2.928 -2.128
H6 0.168 -3.779 -0.678
H7 3.288 1.977 -4.647
H8 4.815 1.298 -5.273
H9 3.260 0.771 -5.951
H10 6.468 -4.092 -2.766
H11 4.820 -4.749 -2.789
H12 5.559 -4.157 -4.296
H13 -1.641 4.302 7.627
H14 -0.526 3.771 6.349
H15 -1.857 4.887 5.963
H16 -3.425 -0.790 -3.405
H17 -4.204 0.803 -3.392
H18 2.394 -2.599 -0.971
H19 1.856 -1.590 -2.316
H20 -1.945 0.339 3.170
H21 -3.477 -0.517 3.325
H22 -4.164 1.817 -0.582
H23 -2.227 -0.366 -1.432
H24 -2.332 1.307 -2.020
H25 -3.513 3.109 6.516
H26 -2.194 1.999 6.924
H27 -4.385 1.601 4.535
H28 -3.267 0.530 5.379
H29 -1.359 2.106 4.589
H30 -2.642 3.246 4.149
H31 3.265 -0.686 0.210
H32 2.603 0.437 -0.972
H33 5.101 -0.122 -0.995

## Properties
Kohn-Sham gap, Eh: 0.33491
Total charge: 0
E_HOMO, eV: -8.843
SMILES: CNC(=O)[C@H](CCSC)NC(C)=O.CCCCCC(=O)N[C@H]1CCOC1=O
Energy relative to the best compared isomer or geometry (same formula, charge and spin), kcal per mole: 0.0

=====

Density functional theory data (the ωB97M-V functional and the def2-TZVPD basis) for a structure of composition C18H33N5O6.

Positions of all 62 atoms, in Å:
C1 -1.681 2.923 -4.484
C2 -1.535 2.806 -2.875
C3 -2.803 2.622 -2.036
C4 -4.189 2.622 -2.788
C5 -4.206 2.838 -4.327
C6 -2.830 2.872 -5.088
N1 -5.401 2.238 -2.067
O1 -5.345 2.216 -0.744
O2 -6.520 2.236 -2.683
H1 -0.846 3.112 -5.070
H2 -0.482 2.770 -2.561
H3 -2.884 2.753 -0.929
H4 -5.132 3.084 -4.749
H5 -3.043 2.970 -6.168
C7 5.004 0.617 -2.190
O3 4.141 1.012 -3.020
N2 4.847 0.581 -0.872
C8 6.050 0.172 -0.037
C9 3.456 0.654 -0.218
H6 6.037 0.393 -2.422
H7 6.844 0.815 0.127
H8 6.494 -0.642 -0.430
H9 5.675 -0.062 1.069
H10 2.774 1.273 -0.810
H11 3.601 0.951 0.851
H12 3.327 -0.511 -0.046
C10 1.830 -4.330 2.241
O4 0.862 -4.006 3.072
N3 2.095 -3.709 1.148
C11 3.158 -4.108 0.237
C12 1.348 -2.527 0.922
H13 2.454 -5.295 2.482
H14 2.791 -4.938 -0.603
H15 3.897 -4.689 0.718
H16 3.821 -3.103 -0.137
H17 0.158 -2.606 1.072
H18 1.353 -1.940 -0.005
H19 1.639 -1.767 1.677
C13 -2.528 1.010 3.946
O5 -3.640 0.784 3.654
N4 -1.640 0.005 3.833
C14 -0.303 0.480 4.198
C15 -1.961 -1.407 3.627
H20 -2.125 1.962 4.051
H21 -0.211 1.728 3.691
H22 0.479 -0.122 3.749
H23 -0.065 0.366 5.276
H24 -2.889 -1.557 4.004
H25 -1.207 -1.770 4.128
H26 -1.898 -1.603 2.625
C16 -0.627 0.847 0.494
O6 0.491 1.229 0.116
N5 -1.450 0.154 -0.303
C17 -2.753 -0.425 -0.012
C18 -1.105 -0.389 -1.634
H27 -1.151 1.226 1.467
H28 -3.152 0.245 0.802
H29 -2.664 -1.275 0.533
H30 -3.376 -0.228 -0.715
H31 -0.163 0.168 -2.011
H32 -1.870 -0.238 -2.208
H33 -0.953 -1.486 -1.564

## Properties
Kohn-Sham gap, Eh: 0.27858
Total charge: 0
E_HOMO, eV: -9.115
Energy relative to the best compared isomer or geometry (same formula, charge and spin), kcal per mole: 189.4

=====

Density functional theory data (the ωB97M-V functional and the def2-TZVPD basis) for a structure of composition C18H33N6O6PRb.

Positions of all 65 atoms, in Å:
Rb1 -0.489 0.279 5.064
N1 -2.246 -3.014 2.371
H1 -1.551 -2.104 2.305
H2 -2.692 -3.107 3.276
H3 -1.615 -3.811 2.267
H4 -2.892 -3.053 1.587
O1 -0.945 -0.901 2.606
H5 -1.175 -0.052 2.214
C1 -4.124 0.436 3.441
C2 -3.745 1.773 3.397
C3 -4.593 2.702 2.823
C4 -5.791 2.289 2.272
C5 -6.207 0.976 2.341
C6 -5.367 0.054 2.941
N2 -6.649 3.295 1.630
O2 -6.370 4.460 1.798
O3 -7.578 2.874 0.969
H6 -3.425 -0.347 3.715
H7 -2.767 2.101 3.729
H8 -4.289 3.734 2.707
H9 -7.147 0.691 1.891
H10 -5.638 -0.994 2.950
C7 -2.819 -0.113 -0.396
C8 -1.484 -0.434 -0.616
C9 -1.019 -0.556 -1.909
C10 -1.895 -0.387 -2.959
C11 -3.227 -0.090 -2.761
C12 -3.679 0.084 -1.470
N3 -1.411 -0.597 -4.333
O4 -0.275 -0.992 -4.462
O5 -2.195 -0.408 -5.243
H11 -3.184 -0.086 0.626
H12 -0.833 -0.515 0.242
H13 0.037 -0.731 -2.066
H14 -3.851 0.059 -3.631
H15 -4.711 0.363 -1.297
O6 3.656 1.970 -0.433
P1 3.946 0.584 -0.826
N4 5.495 0.151 -0.427
C13 6.206 0.908 0.597
C14 6.009 -1.169 -0.715
N5 3.877 0.232 -2.434
C15 4.821 0.974 -3.261
C16 2.684 -0.277 -3.095
N6 2.858 -0.471 -0.122
C17 1.979 0.022 0.899
C18 2.772 -1.899 -0.374
H16 6.398 0.306 1.494
H17 5.585 1.737 0.933
H18 7.145 1.305 0.207
H19 5.578 -1.952 -0.085
H20 7.091 -1.154 -0.560
H21 5.895 -1.390 -1.779
H22 4.822 2.042 -3.011
H23 5.832 0.578 -3.155
H24 4.524 0.960 -4.308
H25 2.363 -1.227 -2.684
H26 1.870 0.459 -3.065
H27 2.885 -0.411 -4.156
H28 1.078 0.534 0.543
H29 1.730 -0.671 1.704
H30 2.514 0.819 1.436
H31 3.082 -2.456 0.515
H32 3.397 -2.214 -1.207
H33 1.747 -2.171 -0.656

## Properties
Kohn-Sham gap, Eh: 0.23962
Total charge: +1
E_HOMO, eV: -10.231
Energy relative to the best compared isomer or geometry (same formula, charge and spin), kcal per mole: 0.0

=====

Density functional theory data (the ωB97M-V functional and the def2-TZVPD basis) for a structure of composition C18H34AsN4O4PRuS4Sb.

Positions of all 68 atoms, in Å:
Ru1 0.036 -0.234 -0.473
O1 0.296 -1.201 1.507
C1 0.437 -2.394 2.032
C2 0.300 -2.568 3.428
C3 0.402 -3.809 4.021
C4 0.646 -4.949 3.258
C5 0.802 -4.805 1.895
C6 0.705 -3.558 1.274
C7 0.950 -3.426 -0.156
N1 1.590 -2.405 -0.706
C8 1.740 -2.716 -2.047
C9 1.178 -3.922 -2.297
N2 0.674 -4.362 -1.086
H1 0.089 -1.692 4.027
H2 0.283 -3.894 5.095
H3 0.735 -5.920 3.725
H4 1.043 -5.673 1.290
H5 2.203 -2.022 -2.724
H6 1.055 -4.480 -3.207
H7 0.153 -5.205 -0.921
S1 -3.263 1.838 -3.023
As1 -1.261 1.272 -2.938
S2 -1.072 -0.875 -2.358
S3 -0.395 1.962 -0.923
S4 0.100 1.802 -4.471
N3 2.164 2.507 -2.772
C10 3.247 2.424 -1.752
P1 3.204 0.735 -1.019
O2 4.560 0.124 -1.017
O3 2.007 0.122 -1.681
C11 2.777 0.821 0.774
N4 2.987 -0.603 1.182
H8 1.233 2.609 -2.300
H9 1.976 1.622 -3.295
H10 2.290 3.246 -3.459
H11 3.091 3.208 -1.010
H12 4.214 2.570 -2.228
H13 1.745 1.095 1.000
H14 3.448 1.467 1.341
H15 2.358 -1.231 0.571
H16 2.763 -0.776 2.159
H17 3.954 -0.851 0.952
C12 -0.901 3.572 3.714
C13 -0.649 2.262 4.492
C14 0.245 1.470 3.543
O4 -0.172 1.869 2.244
C15 -0.321 3.286 2.320
H18 -0.405 4.423 4.177
H19 -1.965 3.799 3.661
H20 -1.584 1.725 4.653
H21 -0.184 2.427 5.463
H22 0.150 0.389 3.603
H23 1.304 1.736 3.688
H24 -0.957 3.593 1.493
H25 0.663 3.757 2.200
C16 -3.693 -1.242 -0.256
Sb1 -2.239 -0.046 0.722
C17 -2.569 -0.798 2.676
C18 -3.370 1.736 0.780
H26 -4.580 -1.322 0.374
H27 -3.294 -2.233 -0.464
H28 -3.935 -0.749 -1.196
H29 -3.594 -0.522 2.925
H30 -1.889 -0.392 3.417
H31 -2.471 -1.881 2.652
H32 -4.405 1.436 0.945
H33 -3.275 2.228 -0.185
H34 -3.040 2.390 1.586

## Properties
Kohn-Sham gap (spin up / spin down), Eh: 0.25489 / 0.24549
Total charge: 0
E_HOMO (spin up / spin down), eV: -7.101 / -7.036
Spin multiplicity: 2
Energy relative to the best compared isomer or geometry (same formula, charge and spin), kcal per mole: 35.6

=====

Density functional theory data (the ωB97M-V functional and the def2-TZVPD basis) for a structure of composition C18H34Cl3FeN5Si2.

Positions of all 63 atoms, in Å:
Fe1 0.462 -0.213 0.361
N1 0.205 -0.472 2.510
C1 0.494 0.812 3.182
C2 1.872 1.317 2.780
N2 2.076 1.365 1.311
C3 1.965 2.737 0.791
C4 0.579 3.299 0.974
N3 -0.386 2.367 0.380
C5 3.407 0.840 0.947
C6 3.448 -0.653 1.154
N4 2.374 -1.294 0.390
H1 -0.680 -0.851 2.829
H2 0.895 -1.212 2.727
H3 0.453 0.721 4.268
H4 -0.274 1.523 2.879
H5 2.619 0.657 3.219
H6 2.034 2.305 3.221
H7 2.202 2.705 -0.274
H8 2.697 3.397 1.272
H9 0.535 4.296 0.530
H10 0.346 3.416 2.032
H11 -0.408 2.488 -0.627
H12 -1.319 2.585 0.702
H13 4.199 1.332 1.523
H14 3.575 1.067 -0.109
H15 3.284 -0.909 2.201
H16 4.432 -1.046 0.896
H17 2.114 -2.126 0.966
H18 2.705 -1.605 -0.518
C7 -2.861 -1.824 1.024
Si1 -2.181 -0.276 0.253
C8 -2.972 1.118 1.225
C9 -2.590 -0.112 -1.554
C10 -3.941 -0.085 -1.924
C11 -4.303 0.047 -3.256
C12 -3.319 0.155 -4.232
C13 -1.981 0.128 -3.870
C14 -1.602 -0.007 -2.528
Si2 0.204 -0.090 -2.053
C15 1.035 -1.576 -2.835
C16 1.093 1.399 -2.784
H19 -3.952 -1.752 0.967
H20 -2.591 -1.918 2.080
H21 -2.547 -2.723 0.508
H22 -3.977 0.780 1.491
H23 -3.079 2.029 0.633
H24 -2.457 1.355 2.161
H25 -4.722 -0.166 -1.172
H26 -5.350 0.065 -3.534
H27 -3.597 0.260 -5.273
H28 -1.224 0.212 -4.645
H29 0.668 -1.683 -3.860
H30 0.826 -2.507 -2.307
H31 2.119 -1.436 -2.888
H32 1.025 1.316 -3.873
H33 2.156 1.401 -2.527
H34 0.670 2.368 -2.510
Cl1 1.820 -5.503 -0.274
C17 0.443 -4.877 0.467
Cl2 1.807 -3.156 2.682
Cl3 -0.515 -5.849 1.439
C18 0.131 -3.528 0.291
N5 -0.141 -2.414 0.158

## Properties
Kohn-Sham gap (spin up / spin down), Eh: 0.27208 / 0.26167
Total charge: +1
E_HOMO (spin up / spin down), eV: -11.078 / -11.391
Spin multiplicity: 6
Energy relative to the best compared isomer or geometry (same formula, charge and spin), kcal per mole: 9.8

=====

Largest force on an atom for the records above, in order: 4.603; 1.072; 3.431; 8.820; 2.003; 1.126; 1.432 eV/Å
Total energy for the records above, in order: -47643.5356; -64548.1500; -44746.1532; -38923.2644; -50361.2392; -155958.7427; -114372.6711 eV